A structure of composition C28H25AsCl2CrFN6Se, computed with ωB97M-V/def2-TZVPD.

Each line ends with the natural charge from an NBO analysis.
Element x y z (Å)
Cr -0.162 -0.091 0.007  1.12
Se 6.270 3.481 -2.150  0.99
N 4.988 3.867 -0.979  -0.60
C 4.127 2.887 -1.019  0.18
C 2.921 2.838 -0.201  -0.12
C 2.547 3.865 0.668  -0.09
C 1.365 3.746 1.369  -0.23
C 0.585 2.609 1.199  0.09
N 0.937 1.612 0.393  -0.52
C 2.089 1.727 -0.308  0.25
C 2.395 0.633 -1.237  0.13
N 1.515 -0.397 -1.261  -0.52
C 1.704 -1.362 -2.159  0.06
C 2.784 -1.374 -3.034  -0.23
C 3.708 -0.349 -2.983  -0.11
C 3.511 0.688 -2.067  -0.01
C 4.414 1.826 -1.948  0.08
N 5.506 1.955 -2.653  -0.59
H 3.181 4.737 0.764  0.25
H 1.029 4.528 2.035  0.24
H -0.362 2.497 1.710  0.21
H 0.964 -2.151 -2.178  0.21
H 2.891 -2.188 -3.737  0.24
H 4.569 -0.325 -3.637  0.25
Cl 2.291 -1.314 1.743  0.00
C 2.967 -0.796 3.305  -0.38
Cl 2.213 0.708 3.845  -0.01
H 4.029 -0.632 3.178  0.24
H 2.766 -1.570 4.036  0.24
F -4.265 3.103 -3.553  -0.32
C -3.395 2.431 -2.774  0.39
C -3.589 2.415 -1.409  -0.29
C -2.680 1.711 -0.625  -0.26
C -1.583 1.015 -1.147  -0.50
C -1.444 1.093 -2.542  -0.26
C -2.328 1.783 -3.364  -0.28
H -4.430 2.948 -0.982  0.23
H -2.848 1.732 0.452  0.18
H -0.610 0.592 -3.030  0.18
H -2.204 1.830 -4.438  0.23
N -3.296 -6.803 -1.460  -0.21
C -2.823 -5.780 -1.248  0.24
C -2.226 -4.500 -0.981  -0.09
C -2.833 -3.330 -1.420  -0.19
C -2.226 -2.119 -1.138  0.07
N -1.076 -2.034 -0.458  -0.52
C -0.494 -3.166 -0.042  0.04
C -1.028 -4.417 -0.277  -0.19
H -3.760 -3.360 -1.973  0.26
H -2.653 -1.178 -1.460  0.25
H 0.435 -3.055 0.504  0.21
H -0.528 -5.306 0.078  0.25
C -1.805 1.087 3.604  -0.94
As -1.475 -0.362 2.344  0.89
C -0.817 -1.705 3.600  -0.93
C -3.278 -1.026 2.044  -0.93
H -2.331 0.714 4.481  0.24
H -2.411 1.862 3.135  0.24
H -0.851 1.509 3.917  0.23
H -1.620 -2.083 4.231  0.24
H -0.058 -1.244 4.232  0.23
H -0.368 -2.534 3.054  0.22
H -3.841 -1.048 2.975  0.24
H -3.217 -2.040 1.648  0.23
H -3.787 -0.390 1.322  0.24

multiplicity: 5
frontier orbital gap (alpha / beta): 5.8 / 7.2 eV
DFT total energy: -8112.26909 a.u.
ΔE to the lowest compared entry with this formula, charge and spin: 0.137 eV
net charge: +1



A structure of composition C28H25Cl5NOSm at a distorted geometry, computed with ωB97M-V/def2-TZVPD.

Each line ends with the natural charge from an NBO analysis.
Element x y z (Å)
C 2.308 -0.110 2.087  -0.26
C 2.368 -0.888 0.914  -0.27
C 2.094 -0.048 -0.205  -0.34
H 2.650 -1.949 0.851  0.24
C 1.848 1.272 0.303  -0.38
C 2.009 1.234 1.724  -0.37
H 1.620 2.156 -0.301  0.24
C -1.275 -2.574 2.291  -0.32
C 0.031 -2.819 1.750  -0.33
C -0.077 -2.815 0.351  -0.35
H 0.918 -3.059 2.373  0.23
C -1.437 -2.584 -0.017  -0.09
C -2.155 -2.452 1.204  -0.35
H 2.099 -0.353 -1.268  0.24
H 1.975 2.077 2.380  0.24
H 2.532 -0.460 3.081  0.24
H -3.234 -2.224 1.292  0.22
H 0.755 -3.032 -0.325  0.22
H -1.520 -2.546 3.368  0.24
Sm -0.264 0.128 1.229  1.28
C -1.879 -1.909 -1.300  -0.04
C -3.392 -1.759 -1.409  -0.61
C -1.222 -2.512 -2.498  -0.61
H -3.882 -2.720 -1.395  0.23
H -3.656 -1.276 -2.359  0.20
H -3.850 -1.162 -0.612  0.21
H -1.561 -3.541 -2.522  0.23
H -0.131 -2.470 -2.438  0.21
H -1.539 -2.012 -3.411  0.20
C -1.278 -0.470 -0.995  -0.56
C -1.349 1.009 -1.432  0.78
H -0.131 -0.628 -0.911  0.32
H -1.962 -0.348 -0.075  0.25
O -1.138 1.711 -0.377  -0.62
N -1.377 1.560 -2.666  -0.71
C -0.270 2.513 -3.046  -0.23
H -2.287 1.909 -2.952  0.42
C 0.986 1.724 -3.419  -0.05
C 2.243 2.322 -3.255  -0.21
H 2.267 3.314 -2.784  0.22
C 3.400 1.648 -3.661  -0.22
H 4.358 2.147 -3.532  0.22
C 3.311 0.373 -4.198  -0.16
H 4.203 -0.147 -4.508  0.21
C 2.063 -0.247 -4.358  -0.22
H 1.969 -1.250 -4.773  0.22
C 0.890 0.430 -3.981  -0.23
H -0.107 -0.006 -4.104  0.23
H -0.056 3.188 -2.233  0.21
H -0.592 3.075 -3.920  0.22
Cl 0.696 -1.473 5.106  0.04
C -0.057 0.050 4.974  -0.08
C -0.477 0.498 3.742  -0.39
C -1.006 1.777 3.657  -0.03
Cl -1.368 2.444 2.122  0.14
C -1.244 2.600 4.759  -0.12
Cl -1.970 4.124 4.495  0.04
C -0.851 2.155 6.036  -0.12
Cl -1.080 3.157 7.377  0.07
C -0.241 0.889 6.126  -0.08
Cl 0.320 0.361 7.648  0.05

multiplicity: 6
frontier orbital gap (alpha / beta): 6.7 / 6.7 eV
DFT total energy: -4170.78185 a.u.
net charge: 0



A structure of composition C28H25F3N10O4PtS2 at a distorted geometry, computed with ωB97M-V/def2-TZVPD.

Each line ends with the Löwdin charge.
Element x y z (Å)
Pt 0.200 0.782 0.215  0.84
F 4.919 0.382 2.628  0.12
C 4.411 -0.807 3.007  -0.60
F 5.443 -1.555 3.433  0.14
F 3.632 -0.570 4.075  0.13
C 3.659 -1.474 1.892  -0.12
C 4.001 -2.743 1.460  0.00
C 3.266 -3.348 0.450  -0.05
C 2.219 -2.634 -0.107  -0.12
N 1.906 -1.402 0.281  -0.02
C 2.581 -0.831 1.277  -0.62
S 1.885 0.737 1.710  0.64
H 4.829 -3.260 1.924  0.12
H 3.502 -4.344 0.104  0.11
H 1.610 -3.053 -0.902  0.10
N -4.252 -1.069 -2.628  0.11
C -3.837 -0.093 -2.164  -0.39
N -3.448 1.034 -1.580  0.08
C -2.204 1.280 -1.469  -0.39
N -1.074 1.610 -1.381  0.00
N -3.215 -4.994 -3.138  0.18
C -3.415 -5.884 -4.171  -0.19
C -4.403 -6.833 -4.417  -0.02
C -4.281 -7.562 -5.582  -0.10
C -3.214 -7.354 -6.473  -0.10
C -2.242 -6.408 -6.223  -0.02
C -2.349 -5.660 -5.050  -0.22
N -1.533 -4.652 -4.564  0.18
C -2.081 -4.289 -3.439  -0.28
C -1.550 -3.231 -2.571  -0.13
C -2.026 -3.005 -1.289  -0.01
C -1.497 -1.962 -0.550  -0.13
N -0.561 -1.146 -1.024  -0.07
C -0.092 -1.372 -2.256  -0.14
C -0.541 -2.402 -3.053  0.01
H -3.832 -4.827 -2.364  0.15
H -5.228 -6.994 -3.735  0.11
H -5.025 -8.312 -5.817  0.10
H -3.161 -7.949 -7.376  0.10
H -1.421 -6.239 -6.906  0.11
H -2.812 -3.603 -0.851  0.11
H -1.860 -1.751 0.448  0.12
H 0.658 -0.677 -2.613  0.11
H -0.153 -2.551 -4.050  0.12
C 2.866 3.382 3.819  -0.13
C 2.957 4.787 4.393  -0.29
S 1.460 5.723 4.211  0.66
O 0.341 4.858 4.497  -0.29
O 1.610 6.964 4.921  -0.30
C 1.400 6.102 2.452  -0.19
C -0.001 5.959 1.875  -0.11
N -0.394 4.556 1.736  0.07
C 0.215 3.677 0.913  -0.32
N -0.267 2.463 1.131  -0.16
C -1.223 2.538 2.105  0.00
C -1.301 3.835 2.481  -0.14
N -2.249 4.375 3.421  -0.34
O -2.517 5.558 3.354  0.09
O -2.766 3.573 4.165  0.12
C 1.243 4.012 -0.100  0.01
H 3.769 2.823 4.060  0.08
H 2.773 3.385 2.730  0.04
H 2.010 2.847 4.227  0.08
H 3.740 5.388 3.927  0.11
H 3.125 4.797 5.471  0.11
H 2.120 5.463 1.940  0.08
H 1.730 7.136 2.360  0.12
H -0.033 6.421 0.888  0.14
H -0.745 6.451 2.491  0.12
H -1.780 1.692 2.460  0.14
H 1.052 4.991 -0.536  0.09
H 1.205 3.262 -0.888  0.07
H 2.246 3.999 0.332  0.08

frontier orbital gap: 7.4 eV
DFT total energy: -3145.75551 a.u.
ΔE to the lowest compared entry with this formula, charge and spin: 1.713 eV
net charge: 0



A structure of composition C28H25N4O2PPbS4Se2, computed with ωB97M-V/def2-TZVPD.

Each line ends with the natural charge from an NBO analysis.
Element x y z (Å)
Pb -0.642 -0.261 0.370  1.26
S 2.547 3.620 6.485  1.02
N 3.152 2.450 5.560  -0.58
C 2.234 2.191 4.639  0.10
C 2.351 1.182 3.596  -0.06
C 3.471 0.362 3.450  -0.08
C 3.486 -0.589 2.456  -0.23
C 2.377 -0.700 1.626  0.08
N 1.313 0.085 1.751  -0.50
C 1.281 1.023 2.719  0.18
C 0.082 1.876 2.824  0.24
N -0.887 1.694 1.912  -0.53
C -1.987 2.435 1.967  0.07
C -2.179 3.408 2.945  -0.22
C -1.193 3.609 3.882  -0.09
C -0.032 2.833 3.827  -0.08
C 1.075 2.981 4.759  0.11
N 1.121 3.835 5.771  -0.58
H 4.307 0.489 4.127  0.26
H 4.331 -1.247 2.316  0.25
H 2.332 -1.447 0.842  0.22
H -2.734 2.252 1.203  0.22
H -3.091 3.989 2.951  0.25
H -1.293 4.353 4.662  0.26
Se -1.450 1.600 -1.436  -0.31
P -1.889 -0.145 -2.742  1.04
Se -1.441 -2.053 -1.772  -0.29
C -0.897 0.052 -4.233  -0.36
C -0.346 -1.063 -4.861  -0.21
C 0.373 -0.907 -6.038  -0.19
C 0.540 0.355 -6.590  -0.18
C -0.008 1.468 -5.965  -0.21
C -0.723 1.321 -4.787  -0.21
C -3.625 -0.068 -3.197  -0.36
C -4.118 1.123 -3.736  -0.21
C -5.443 1.204 -4.123  -0.19
C -6.280 0.103 -3.973  -0.16
C -5.793 -1.077 -3.438  -0.19
C -4.463 -1.169 -3.047  -0.20
H -0.474 -2.051 -4.437  0.24
H 0.796 -1.774 -6.528  0.23
H 1.095 0.472 -7.512  0.24
H 0.122 2.452 -6.397  0.24
H -1.128 2.200 -4.300  0.22
H -3.478 1.989 -3.852  0.22
H -5.825 2.125 -4.541  0.24
H -7.316 0.171 -4.276  0.24
H -6.445 -1.932 -3.323  0.23
H -4.087 -2.093 -2.630  0.23
C 3.484 -1.198 -2.379  -0.82
S 2.654 0.149 -1.573  1.25
C 2.503 1.236 -2.970  -0.82
O 1.241 -0.369 -1.325  -1.03
H 2.886 -1.511 -3.234  0.25
H 3.579 -2.009 -1.660  0.25
H 4.473 -0.861 -2.688  0.26
H 1.829 0.760 -3.683  0.25
H 3.491 1.394 -3.402  0.26
H 2.091 2.181 -2.623  0.26
C -1.243 -4.976 2.646  -0.27
O -1.307 -3.587 2.200  -0.47
C -2.096 -2.793 2.851  0.01
S -3.104 -3.066 4.120  0.14
S -2.353 -1.174 2.419  0.16
H -0.476 -5.433 2.033  0.22
H -2.210 -5.444 2.478  0.22
H -0.972 -5.004 3.699  0.21

frontier orbital gap: 4.9 eV
DFT total energy: -8380.85108 a.u.
net charge: +2



A structure of composition C28H26AgN3O4S2, computed with ωB97M-V/def2-TZVPD.

Each line ends with the natural charge from an NBO analysis.
Element x y z (Å)
Ag -0.532 0.934 1.371  0.88
O -3.273 3.793 2.509  -0.60
C -2.811 2.673 2.379  0.64
N -1.663 2.174 2.891  -0.81
C -1.137 2.531 4.073  0.63
O -1.706 3.008 5.043  -0.62
C 0.358 2.233 4.213  0.14
C 1.040 2.846 5.259  -0.22
C 2.403 2.651 5.380  -0.17
C 3.044 1.836 4.458  -0.26
C 2.285 1.251 3.462  0.04
N 0.972 1.436 3.333  -0.47
C -3.560 1.712 1.444  0.12
C -4.710 2.174 0.814  -0.22
C -5.426 1.308 0.009  -0.17
C -4.982 -0.001 -0.128  -0.27
C -3.831 -0.373 0.543  0.03
N -3.121 0.460 1.302  -0.44
H 0.471 3.463 5.940  0.25
H 2.960 3.128 6.177  0.22
H 4.109 1.654 4.507  0.22
H 2.752 0.598 2.733  0.18
H -5.007 3.199 0.985  0.25
H -6.323 1.642 -0.499  0.21
H -5.516 -0.721 -0.735  0.22
H -3.454 -1.388 0.461  0.19
O 1.527 1.474 0.184  -1.00
S 2.832 1.332 -0.529  1.29
C 2.401 1.010 -2.260  -0.60
C 1.530 -0.232 -2.430  -0.44
C 0.639 -0.177 -3.679  -0.41
C -0.576 0.736 -3.565  -0.60
S -1.783 0.367 -2.259  1.30
O -1.095 0.632 -0.958  -1.02
C -1.838 -1.404 -2.460  -0.27
C -2.461 -1.958 -3.572  -0.21
C -2.516 -3.337 -3.696  -0.20
C -1.966 -4.147 -2.708  -0.22
C -1.362 -3.579 -1.595  -0.13
C -1.295 -2.197 -1.465  -0.24
C 3.449 -0.306 -0.169  -0.18
C 4.728 -0.666 -0.576  -0.25
C 5.192 -1.941 -0.293  -0.20
C 4.385 -2.834 0.403  -0.20
C 3.115 -2.455 0.817  -0.19
C 2.639 -1.181 0.531  -0.25
H 3.340 0.957 -2.816  0.23
H 1.885 1.929 -2.547  0.23
H 0.904 -0.339 -1.543  0.25
H 2.168 -1.114 -2.486  0.22
H 0.304 -1.187 -3.921  0.22
H 1.226 0.165 -4.539  0.21
H -1.152 0.758 -4.493  0.23
H -0.306 1.766 -3.319  0.24
H -2.903 -1.320 -4.331  0.22
H -2.997 -3.782 -4.558  0.22
H -2.019 -5.224 -2.804  0.22
H -0.944 -4.211 -0.822  0.21
H -0.840 -1.727 -0.601  0.24
H 5.357 0.045 -1.103  0.22
H 6.186 -2.236 -0.604  0.22
H 4.752 -3.827 0.632  0.22
H 2.493 -3.149 1.368  0.22
H 1.654 -0.859 0.848  0.24

frontier orbital gap: 7.8 eV
DFT total energy: -2491.12738 a.u.
ΔE to the lowest compared entry with this formula, charge and spin: 0.457 eV
net charge: 0



A structure of composition C28H26AuClFN5O5S at a distorted geometry, computed with ωB97M-V/def2-TZVPD.

Each line ends with the natural charge from an NBO analysis.
Element x y z (Å)
Au 3.242 1.064 -2.741  0.65
F -3.037 1.030 -3.659  -0.34
C -2.369 1.176 -2.479  0.31
C -1.123 1.727 -2.453  -0.22
C -0.470 1.875 -1.227  -0.04
C 0.955 2.290 -1.247  0.52
O 1.450 2.568 -2.356  -0.67
C 1.604 2.285 0.041  -0.30
C 0.875 1.973 1.138  0.14
N -0.439 1.627 1.149  -0.39
C -1.058 1.233 2.385  -0.06
C -0.860 2.098 3.587  -0.41
C -2.202 2.051 2.917  -0.43
C -1.113 1.498 -0.046  0.28
C -2.382 0.912 -0.103  -0.29
C -2.999 0.724 -1.317  0.13
N -4.258 0.036 -1.369  -0.50
C -5.445 0.876 -1.416  -0.23
C -6.667 -0.038 -1.153  -0.23
N -6.132 -1.347 -0.655  -0.50
C -5.390 -2.068 -1.746  -0.22
C -4.363 -1.066 -2.322  -0.25
C 3.112 2.426 0.307  0.76
O 3.454 2.387 1.512  -0.77
O 3.849 2.497 -0.694  -0.77
H -0.601 2.023 -3.354  0.27
H 1.390 1.958 2.089  0.26
H -1.088 0.160 2.543  0.21
H -0.271 2.995 3.456  0.24
H -0.736 1.603 4.539  0.23
H -2.490 2.914 2.332  0.23
H -3.011 1.531 3.412  0.21
H -2.862 0.539 0.792  0.22
H -5.573 1.379 -2.382  0.21
H -5.358 1.641 -0.648  0.23
H -7.233 -0.247 -2.057  0.22
H -7.339 0.369 -0.402  0.23
H -6.860 -1.933 -0.251  0.43
H -5.428 -1.121 0.057  0.46
H -6.122 -2.388 -2.484  0.22
H -4.922 -2.943 -1.301  0.23
H -4.674 -0.734 -3.315  0.21
H -3.391 -1.540 -2.421  0.26
S 5.370 0.478 -3.244  -0.22
C 5.997 0.526 -1.654  0.30
N 5.257 0.087 -0.603  -0.53
C 5.598 0.379 0.656  0.16
C 6.800 0.973 0.913  -0.34
C 7.614 1.214 -0.190  0.13
N 7.231 1.003 -1.439  -0.47
H 4.324 -0.338 -0.780  0.49
H 4.878 0.123 1.420  0.24
H 7.089 1.244 1.915  0.23
H 8.616 1.610 -0.060  0.20
Cl 2.523 -5.814 3.502  -0.02
C 2.328 -4.499 2.376  -0.02
C 1.111 -3.837 2.314  -0.26
C 0.960 -2.792 1.416  -0.19
C 2.005 -2.408 0.586  -0.08
C 3.216 -3.086 0.664  -0.19
C 3.386 -4.134 1.561  -0.25
C 1.819 -1.250 -0.399  0.77
O 0.722 -0.676 -0.396  -0.76
O 2.813 -1.011 -1.147  -0.81
H 0.305 -4.144 2.968  0.21
H 0.031 -2.240 1.337  0.22
H 4.017 -2.786 0.002  0.23
H 4.327 -4.665 1.626  0.22

frontier orbital gap: 5.1 eV
DFT total energy: -2826.44994 a.u.
ΔE to the lowest compared entry with this formula, charge and spin: 1.623 eV
net charge: 0